(1)
Computed, not measured: a structure of composition C21H13BrCl2N3OV, with ωB97M-V with the def2-TZVPD basis set.

Energy   -5485.745186 Ha
Frontier orbital gap (alpha / beta)   0.160 / 0.247 hartree
Largest force on an atom   3.6 eV Å⁻¹
Energy relative to the best compared isomer or geometry (same formula, charge and spin)   230.9 kJ/mol

```
! RIJCOSX wB97M-V def2-TZVPD def2/J DEFGRID3
* xyz 1 4
V -0.04 0.14 -0.08
Br -1.17 7.57 0.26
C -1.01 5.77 -0.22
C -1.31 5.38 -1.52
C -1.19 4.05 -1.89
C -0.78 3.12 -0.95
C -0.48 3.51 0.34
C -0.59 4.84 0.71
N -0.63 1.70 -1.26
C -0.89 1.27 -2.44
C -0.75 -0.14 -2.75
C -1.03 -0.63 -4.02
C -0.88 -1.97 -4.29
C -0.45 -2.80 -3.25
C -0.19 -2.28 -2.02
N -0.33 -0.95 -1.74
H -1.63 6.11 -2.25
H -1.43 3.79 -2.91
H -0.15 2.79 1.08
H -0.36 5.15 1.72
H -1.22 1.93 -3.23
H -1.35 0.06 -4.79
H -1.09 -2.36 -5.27
H -0.32 -3.87 -3.41
H 0.13 -2.89 -1.21
Cl 0.75 2.35 4.03
C 0.98 0.65 3.88
C 1.42 -0.10 5.02
C 1.62 -1.43 4.92
Cl 2.15 -2.31 6.32
C 1.39 -2.13 3.70
C 1.56 -3.52 3.51
C 1.30 -4.05 2.28
C 0.87 -3.21 1.24
N 0.69 -1.91 1.36
C 0.96 -1.38 2.60
C 0.76 0.00 2.72
O 0.34 0.61 1.57
H 1.60 0.42 5.95
H 1.89 -4.14 4.33
H 1.42 -5.11 2.09
H 0.68 -3.66 0.28
*
```

---

(2)
Computed, not measured: a cluster of 2 separate species, C6H20N5 in total, with ωB97M-V with the def2-TZVPD basis set.

Energy   -514.065319 Ha
Frontier orbital gap   0.393 hartree
Largest force on an atom   3.5 eV Å⁻¹
Energy relative to the best compared isomer or geometry (same formula, charge and spin)   60.6 kJ/mol

```
! RIJCOSX wB97M-V def2-TZVPD def2/J DEFGRID3
* xyz 1 1
C -2.13 -2.19 -0.58
C -2.30 1.74 -0.94
C 2.84 0.12 0.98
C 2.89 -1.04 -1.06
C -1.91 -1.27 0.54
C -0.21 0.46 -0.25
N 0.07 1.81 1.27
N -0.94 1.26 -1.14
N -0.60 -0.61 0.43
N 1.19 0.45 -0.59
N 2.02 -0.44 -0.06
H -3.17 -2.11 -1.02
H -1.40 -1.91 -1.37
H -1.99 -3.19 -0.25
H -3.03 0.93 -1.29
H -2.51 2.11 0.09
H -2.34 2.69 -1.53
H 3.26 1.05 0.53
H 2.06 0.44 1.72
H 3.47 -0.52 1.55
H 2.16 -1.61 -1.65
H 3.55 -0.33 -1.52
H 3.45 -1.82 -0.55
H -2.64 -0.51 0.63
H -1.78 -1.75 1.52
H 0.09 2.86 1.17
H 0.94 1.50 1.82
H -0.29 1.74 -1.77
H 0.19 -1.24 0.78
H 1.60 1.37 -0.86
H -0.78 1.57 1.77
*
```

---

(3)
Computed, not measured: a cluster of 5 separate species, H9O4S in total, with ωB97M-V with the def2-TZVPD basis set.

Energy   -704.608731 Ha
Frontier orbital gap   0.270 hartree
Largest force on an atom   0.4 eV Å⁻¹
Energy relative to the best compared isomer or geometry (same formula, charge and spin)   70.4 kJ/mol

```
! RIJCOSX wB97M-V def2-TZVPD def2/J DEFGRID3
* xyz -1 1
S 1.16 0.08 -1.52
H -0.14 -0.16 -1.73
H -0.44 1.28 -0.14
H -0.44 1.80 1.27
O -1.02 1.33 0.65
H 0.28 -1.55 0.51
H -0.71 -0.94 1.45
O 0.04 -1.55 1.45
H -2.89 -1.20 -2.07
H -2.22 -0.10 -1.27
O -2.77 -0.89 -1.17
H 1.57 0.38 2.65
H 1.40 0.51 1.17
O 1.80 0.98 1.93
*
```

---

(4)
Computed, not measured: an isolated molecule of C20H19ClF3NO2, with ωB97M-V with the def2-TZVPD basis set.

Energy   -1738.446518 Ha
Frontier orbital gap   0.340 hartree
SMILES string   CC(C)=CCO[C@H]1C(=O)Nc2ccc(Cl)cc2[C@@]1(C#CC1CC1)C(F)(F)F
Largest force on an atom   3.9 eV Å⁻¹

```
! RIJCOSX wB97M-V def2-TZVPD def2/J DEFGRID3
* xyz 0 1
C -3.53 -1.30 -0.34
C -2.25 -1.89 0.21
C -1.73 -3.14 -0.50
C -1.56 -1.30 1.27
C -0.33 -1.91 1.91
O 0.82 -1.24 1.37
C 1.13 0.12 1.91
C 1.79 0.06 3.33
O 1.79 -0.92 4.03
N 2.20 1.26 3.82
C 2.41 2.38 3.00
C 2.67 3.61 3.64
C 2.89 4.78 2.90
C 2.91 4.66 1.50
Cl 3.29 6.05 0.52
C 2.62 3.49 0.85
C 2.30 2.31 1.59
C 2.05 0.96 0.95
C 1.28 1.15 -0.31
C 0.77 1.37 -1.40
C 0.17 1.55 -2.73
C -1.27 1.14 -2.84
C -0.24 0.30 -3.52
C 3.42 0.29 0.61
F 4.28 0.08 1.63
F 3.28 -0.96 0.08
F 4.11 1.06 -0.26
H -4.31 -2.02 -0.31
H -3.33 -1.08 -1.37
H -3.77 -0.36 0.16
H -0.67 -3.27 -0.41
H -2.19 -4.03 -0.11
H -1.95 -3.12 -1.60
H -1.93 -0.42 1.75
H -0.41 -1.77 2.99
H -0.30 -3.01 1.75
H 0.16 0.63 2.03
H 2.53 1.26 4.77
H 2.80 3.70 4.72
H 3.07 5.71 3.37
H 2.67 3.50 -0.23
H 0.50 2.49 -3.23
H -1.87 1.78 -3.47
H -1.82 0.71 -2.04
H 0.02 -0.65 -3.05
H -0.11 0.34 -4.61
*
```

---

(5)
Computed, not measured: an isolated molecule of C3H9O2PS, with ωB97M-V with the def2-TZVPD basis set.

Energy   -1009.644585 Ha
Frontier orbital gap   0.333 hartree
Largest force on an atom   4.8 eV Å⁻¹
Energy relative to the best compared isomer or geometry (same formula, charge and spin)   299.2 kJ/mol

```
! RIJCOSX wB97M-V def2-TZVPD def2/J DEFGRID3
* xyz 0 1
C -0.57 1.14 -0.50
C 0.57 0.86 2.20
C -0.52 -2.00 -1.00
O 2.13 0.54 -0.13
O -1.21 -1.60 1.86
P 0.80 0.38 0.46
S 0.37 -1.76 0.56
H -0.51 2.21 -0.31
H -0.41 0.97 -1.56
H -1.53 0.76 -0.17
H 1.39 0.47 2.79
H 0.54 1.95 2.27
H -0.37 0.42 2.54
H -1.52 -1.58 -0.90
H -0.60 -3.07 -1.17
H 0.04 -1.52 -1.81
*
```

---

(6)
Computed, not measured: a cluster of 5 separate species, C12H34O5 in total, with ωB97M-V with the def2-TZVPD basis set.

Energy   -853.716042 Ha
Frontier orbital gap   0.379 hartree
SMILES string   CC(C)O.CC(C)O.CC(C)O.CC(C)O.O
Largest force on an atom   3.1 eV Å⁻¹
Energy relative to the best compared isomer or geometry (same formula, charge and spin)   259.9 kJ/mol

```
! RIJCOSX wB97M-V def2-TZVPD def2/J DEFGRID3
* xyz 0 1
C 14.46 -10.13 20.33
C 13.32 -10.88 19.60
C 12.50 -9.87 18.70
O 13.98 -11.79 18.78
H 14.02 -9.30 20.88
H 15.25 -9.67 19.73
H 14.91 -10.88 20.98
H 12.65 -11.34 20.33
H 12.16 -8.97 19.21
H 11.55 -10.33 18.42
H 13.11 -9.63 17.83
H 13.41 -12.09 18.06
C 18.21 -9.91 16.00
C 19.58 -10.17 15.62
C 20.47 -8.91 15.27
O 20.23 -10.85 16.69
H 17.69 -9.34 15.23
H 18.27 -9.28 16.89
H 17.75 -10.89 16.11
H 19.65 -10.86 14.77
H 19.89 -8.31 14.57
H 21.27 -9.31 14.65
H 20.82 -8.25 16.06
H 20.01 -11.79 16.69
C 11.18 -13.24 14.03
C 10.92 -13.97 15.35
C 9.64 -14.86 15.29
O 11.94 -14.90 15.44
H 12.03 -12.59 14.21
H 10.35 -12.62 13.70
H 11.33 -13.87 13.15
H 10.96 -13.33 16.24
H 9.25 -15.03 16.30
H 9.67 -15.89 14.96
H 8.95 -14.26 14.70
H 11.87 -15.41 14.63
C 11.22 -16.72 21.56
C 12.70 -16.48 21.80
C 13.02 -15.71 23.11
O 13.27 -17.73 22.08
H 10.56 -15.88 21.80
H 10.98 -17.64 22.10
H 11.12 -17.03 20.53
H 13.30 -16.11 20.97
H 12.64 -14.69 23.05
H 14.08 -15.64 23.34
H 12.54 -16.15 23.99
H 13.70 -18.06 21.28
O 15.83 -15.23 17.16
H 14.97 -15.28 16.76
H 15.81 -14.40 17.64
*
```